[1]
Computed, not measured: 2 unconnected molecules or ions with the total composition C12H21N2O8P at a distorted geometry, with ωB97M-V/def2-TZVPD.

```
44
C12H21N2O8P | the OMol25 dataset | ωB97M-V/def2-TZVPD
C -3.0964 -1.2946 -3.3157
O -3.2053 -2.1775 -2.2169
C -1.9716 -2.7588 -1.8434
C -1.2413 -1.9941 -0.7654
C -0.1922 -2.5248 -0.1085
C 0.5306 -1.7698 0.8580
C 1.7087 -2.4495 1.4886
C 0.1076 -0.4550 1.1233
C 0.8308 0.4617 2.0952
O 1.1117 1.7202 1.5041
C 2.3302 1.7917 0.8911
O 2.4706 0.9265 -0.2292
C 1.6780 1.3052 -1.3162
C 2.4886 1.3410 -2.6419
O 3.8772 1.0767 -2.4409
C -1.0089 0.0501 0.4879
N -1.5252 1.2930 0.7769
N -1.6682 -0.7288 -0.4725
H -3.1936 -1.8394 -4.2586
H -3.9137 -0.5792 -3.2440
H -2.1609 -0.7344 -3.2996
H -2.1148 -3.7866 -1.5229
H -1.3149 -2.7833 -2.7257
H 0.1040 -3.5404 -0.3394
H 2.3655 -2.8341 0.7011
H 2.3184 -1.7927 2.0945
H 1.3821 -3.3119 2.0784
H 0.1816 0.6519 2.9699
H 1.7544 -0.0022 2.4377
H 3.1721 1.5774 1.5580
H 2.4334 2.8285 0.5549
H 0.8731 0.5781 -1.4585
H 1.2151 2.2776 -1.1443
H 2.3712 2.3130 -3.1259
H 2.0922 0.5837 -3.3199
H 4.1416 0.4355 -3.1000
H -1.8201 1.8300 -0.0307
H -2.2765 1.2473 1.4809
H -2.4647 -0.3291 -0.9343
O -0.7232 1.4533 4.2197
P -1.6738 2.6892 4.1678
O -1.0730 3.7304 3.1898
O -1.8535 3.3352 5.5516
O -3.0469 2.1888 3.6250
```

The total charge is -2. As for the spin multiplicity: 1. The calculation puts the electronic energy at -41428.708 eV. Its lowest unoccupied orbital energy is 3.86 eV. The calculation puts the molar mass at 352.28 g mol⁻¹. The energy relative to the best compared isomer or geometry (same formula, charge and spin) is 0.000 eV. The calculation puts the orbital gap at 2.0976 eV. For the HOMO energy, the calculation gives 1.8 eV.

Atomic partial charges in e from the Löwdin method, atoms 1 to 5: C -0.14; O -0.19; C -0.18; C -0.24; C -0.03

=====

[2]
Computed, not measured: 13 unconnected molecules or ions with the total composition C24H54Cl24N2O5P at a distorted geometry, with ωB97M-V/def2-TZVPD.

```
110
C24H54Cl24N2O5P | the OMol25 dataset | ωB97M-V/def2-TZVPD
C 4.3859 2.5856 2.9775
C 4.1332 1.7440 1.6638
N 2.9025 2.1671 0.9727
C 2.4413 1.1319 0.0057
C 3.5287 0.6197 -0.9896
O 3.0700 -0.3960 -1.8790
C 3.9007 -1.5346 -1.8311
C 3.6700 -2.4327 -0.5594
C 1.6847 0.0964 0.9342
O 0.7164 -0.5900 0.1842
P -0.0370 0.6071 -0.8705
O -0.8195 1.9334 -1.6946
C -2.0149 1.5594 -2.3189
C -3.2680 1.9310 -1.4453
N -3.7742 0.8129 -0.6453
C -5.1583 1.0768 -0.2315
C -5.7072 0.0067 0.7517
C -6.5555 0.6190 1.9038
O -6.5569 -0.9391 0.0564
O 1.4197 1.6117 -0.8420
H 4.5118 1.8873 3.8287
H 3.5667 3.2997 3.1512
H 5.3574 3.1163 2.8999
H 5.0143 1.9513 1.0086
H 4.1699 0.6714 1.9148
H 3.1963 2.9339 0.3641
H 3.8212 1.4959 -1.6129
H 4.4446 0.2454 -0.4844
H 3.6376 -2.1530 -2.7111
H 4.9858 -1.3105 -1.9296
H 4.3508 -2.1990 0.2806
H 2.6403 -2.2090 -0.1969
H 3.6716 -3.5199 -0.8082
H 1.0594 0.7781 1.5696
H 2.2603 -0.4645 1.6962
H -0.6024 1.1985 0.3331
H -1.1090 -0.3409 -0.9610
H 0.5448 0.0766 -2.0888
H -2.0447 0.5115 -2.6759
H -2.1089 2.2038 -3.2304
H -3.0004 2.8120 -0.8299
H -4.0723 2.1944 -2.1898
H -3.8216 -0.0507 -1.1763
H -5.8613 1.0900 -1.0945
H -5.2586 2.0524 0.2784
H -4.8660 -0.6002 1.1561
H -5.8575 1.1156 2.6091
H -7.2289 1.4131 1.5157
H -7.2075 -0.1167 2.4072
H -6.7196 -1.6832 0.6365
C 4.3108 -5.8854 -2.6590
Cl 2.6918 -5.4942 -2.0682
Cl 5.2943 -4.4316 -2.8256
H 4.7998 -6.5521 -1.9497
H 4.2240 -6.3695 -3.6273
C -0.8790 -3.9776 -0.4545
Cl -2.0709 -2.6860 -0.5470
Cl -0.1711 -4.3322 -2.0364
H -0.0858 -3.6673 0.2202
H -1.3603 -4.8734 -0.0776
C -4.9381 -4.2521 1.3227
Cl -6.5288 -4.2368 0.5521
Cl -3.9465 -5.5910 0.7372
H -4.4306 -3.3176 1.0977
H -5.0682 -4.3565 2.3950
C -6.0222 4.7138 -1.1836
Cl -7.3361 3.5348 -1.1012
Cl -5.5082 5.2443 0.4210
H -5.1714 4.2531 -1.6786
H -6.3617 5.5736 -1.7520
C -2.4704 -8.6077 -1.1396
Cl -1.2669 -7.4480 -0.5680
Cl -1.7165 -9.9509 -2.0085
H -3.0106 -9.0025 -0.2850
H -3.1563 -8.0979 -1.8086
C -2.4858 5.9966 2.3257
Cl -3.9984 6.4210 3.1449
Cl -1.4835 7.4288 2.0536
H -1.9249 5.2849 2.9266
H -2.7272 5.5498 1.3657
C 0.9711 3.9310 2.7658
Cl 1.2124 4.6644 1.1803
Cl -0.6802 3.3196 2.9460
H 1.6654 3.1033 2.8822
H 1.1516 4.6809 3.5304
C 5.1984 4.3341 6.6749
Cl 3.6263 4.2574 5.8677
Cl 6.2840 3.0556 6.1169
H 5.6554 5.2960 6.4604
H 5.0489 4.2231 7.7444
C 7.6230 7.8005 5.2897
Cl 7.7173 6.6027 6.5874
Cl 6.1432 8.7589 5.4022
H 8.4782 8.4643 5.3635
H 7.6347 7.2836 4.3355
C -3.1680 0.1051 -5.7821
Cl -3.0906 -1.1378 -4.5292
Cl -4.6207 1.1001 -5.6172
H -2.2932 0.7422 -5.6942
H -3.1808 -0.3770 -6.7556
C 7.5643 -6.7549 0.2127
Cl 9.2665 -6.9702 -0.2103
Cl 6.5008 -7.5325 -0.9670
H 7.3863 -7.1960 1.1879
H 7.3396 -5.6932 0.2376
C -4.4559 -3.2109 -7.0503
Cl -5.9850 -2.9857 -7.9107
Cl -3.0713 -3.0137 -8.1330
H -4.3855 -2.4733 -6.2571
H -4.4333 -4.2111 -6.6305
```

The total charge is -1. As for the spin multiplicity: 1. The calculation puts the electronic energy at -348807.057 eV. Its lowest unoccupied orbital energy is 1.74 eV. The calculation puts the molar mass at 1332.55 g mol⁻¹. The calculation puts the orbital gap at 6.0990 eV. For the HOMO energy, the calculation gives -4.4 eV.

Atomic partial charges in e from the Löwdin method, atoms 1 to 5: C -0.12; C -0.26; N -0.03; C -0.50; C -0.13

=====

[3]
Computed, not measured: 2 unconnected molecules or ions with the total composition C5H11NO3 at a distorted geometry, with ωB97M-V/def2-TZVPD.

```
20
C5H11NO3 | the OMol25 dataset | ωB97M-V/def2-TZVPD
C 1.5640 -1.2413 0.6545
C 1.3047 -2.6237 0.8397
C -1.1656 3.0254 -0.7345
C -0.5724 1.6063 -0.7113
C -0.9568 -0.6703 -0.0281
H 2.3220 0.0472 -0.3904
H 0.7153 -2.5408 1.7378
H 0.8015 -3.1678 -0.0203
H 2.1741 -3.1889 1.1145
H -2.0141 3.0998 -0.0422
H -1.6244 3.2298 -1.7806
H -0.3772 3.7725 -0.6221
H -2.2140 0.9799 0.3220
H 0.1626 -0.7044 -0.1773
H -1.0675 -1.0583 1.0242
H -1.4603 -1.3406 -0.8409
N -1.4195 0.6809 -0.2041
O 1.1622 -0.3361 1.4363
O 2.1393 -0.8777 -0.5269
O 0.5261 1.3082 -1.0502
```

The total charge is 0. As for the spin multiplicity: 1. The calculation puts the electronic energy at -12995.219 eV. Its lowest unoccupied orbital energy is 0.86 eV. The calculation puts the molar mass at 133.15 g mol⁻¹. The energy relative to the best compared isomer or geometry (same formula, charge and spin) is 1.633 eV. The calculation puts the orbital gap at 10.3681 eV. As for the SMILES: CNC(C)=O.CC(=O)O. For the HOMO energy, the calculation gives -9.5 eV.

Atomic partial charges in e from the Löwdin method, atoms 1 to 5: C -0.62; C 0.00; C 0.00; C -0.56; C -0.10

=====

[4]
Computed, not measured: a molecular structure, C4H6ClO3S at a distorted geometry, with ωB97M-V/def2-TZVPD.

```
15
C4H6ClO3S | the OMol25 dataset | ωB97M-V/def2-TZVPD
C 0.5932 -0.2644 0.0757
C -0.6394 -0.6294 0.1827
C 1.8287 -1.1355 0.3822
C 0.8218 0.9982 -0.6811
O -3.2066 0.1467 1.3578
O -1.9065 2.0332 0.4366
O -3.0456 0.5358 -1.0704
S -2.4886 0.7462 0.2512
Cl -1.1050 -2.3383 0.6622
H 2.6135 -0.3575 0.5275
H 2.1067 -1.6884 -0.5947
H 1.6236 -1.8880 1.1849
H 1.8007 1.3665 -0.4413
H 0.8449 0.6988 -1.7233
H 0.1587 1.7760 -0.5498
```

The total charge is -1. As for the spin multiplicity: 1. The calculation puts the electronic energy at -33745.472 eV. Its lowest unoccupied orbital energy is 3.56 eV. The calculation puts the molar mass at 169.61 g mol⁻¹. The energy relative to the best compared isomer or geometry (same formula, charge and spin) is 0.547 eV. The calculation puts the orbital gap at 8.5599 eV. For the HOMO energy, the calculation gives -5.0 eV.

Atomic partial charges in e from the Löwdin method, atoms 1 to 5: C -0.49; C -0.52; C -0.09; C -0.08; O -0.38

=====

[5]
Computed, not measured: C5H7NO in the gas phase, with ωB97M-V/def2-TZVPD.

```
14
C5H7NO | the OMol25 dataset | ωB97M-V/def2-TZVPD
C 1.3895 -0.4091 -1.9096
N 0.1389 -0.1495 -1.4983
C -0.4282 -0.3275 -0.3181
C 0.0423 -0.6171 1.0891
C -0.1543 0.8725 1.4583
C -1.3707 0.3994 0.6239
O -1.3821 -0.8278 1.4441
H 1.5493 -0.6421 -2.9515
H 2.1129 -0.6836 -1.1578
H -0.4998 0.1620 -2.2241
H 0.7768 -1.3407 1.4510
H 0.5271 1.6149 1.0303
H -0.3801 1.0431 2.5162
H -2.3217 0.9055 0.4463
```

The total charge is 0. As for the spin multiplicity: 1. The calculation puts the electronic energy at -8830.139 eV. Its lowest unoccupied orbital energy (spin up / spin down) is 0.91 / 0.91 eV. The calculation puts the molar mass at 97.12 g mol⁻¹. The energy relative to the best compared isomer or geometry (same formula, charge and spin) is 6.064 eV. The calculation puts the orbital gap (spin up / spin down) at 7.6063 / 7.6074 eV. For the HOMO energy (spin up / spin down), the calculation gives -6.7 / -6.7 eV.

Atomic partial charges in e from the Löwdin method, atoms 1 to 5: C -0.05; N -0.05; C -0.16; C -0.19; C -0.03

=====

[6]
Computed, not measured: C7H9NOS in the gas phase at a distorted geometry, with ωB97M-V/def2-TZVPD.

```
19
C7H9NOS | the OMol25 dataset | ωB97M-V/def2-TZVPD
C 0.9727 0.6955 -1.7782
C -0.9739 1.3920 -2.9468
C -0.1712 0.5271 -1.0861
C 0.6600 -1.3933 0.3249
C 0.5589 -0.2060 1.2512
C -0.4258 -0.3831 0.0894
C 0.1335 -0.2665 2.6990
N -1.2216 0.9052 -1.7964
O -1.7471 -0.7967 0.2660
S 0.7565 1.4932 -3.2915
H 1.9493 0.5370 -1.3456
H -1.6776 1.9137 -3.6217
H 1.6481 -1.5549 -0.1281
H 0.4054 -2.2706 0.8538
H 1.4710 0.4091 1.0309
H -0.4763 -1.2577 3.0477
H -0.4619 0.5596 2.9208
H 1.0064 -0.1905 3.3024
H -2.4064 -0.1129 0.2084
```

The total charge is 0. As for the spin multiplicity: 1. The calculation puts the electronic energy at -21775.589 eV. Its lowest unoccupied orbital energy is 0.76 eV. The calculation puts the molar mass at 155.22 g mol⁻¹. The energy relative to the best compared isomer or geometry (same formula, charge and spin) is 1.252 eV. The calculation puts the orbital gap at 9.4971 eV. As for the SMILES: C[C@H]1C[C@]1(O)c1cscn1. For the HOMO energy, the calculation gives -8.7 eV.

Atomic partial charges in e from the Löwdin method, atoms 1 to 5: C -0.38; C -0.43; C -0.33; C -0.05; C -0.25

=====

[7]
Computed, not measured: C6H10ClNOS in the gas phase at a distorted geometry, with ωB97M-V/def2-TZVPD.

```
20
C6H10ClNOS | the OMol25 dataset | ωB97M-V/def2-TZVPD
C -1.2281 0.9780 0.5254
C -0.3164 0.5765 -0.3226
C -1.0687 0.1175 1.7555
C 0.0370 -0.9353 1.5112
C 0.7292 -0.3948 0.1420
C 1.1585 -1.4330 -0.8580
N -0.6823 2.7693 -1.4771
O 2.5854 -1.3276 -0.9088
S -0.2408 1.3793 -1.9597
Cl -2.1303 0.5639 -2.9212
H -2.0167 1.7635 0.6042
H -0.7248 0.8183 2.4760
H -2.1291 -0.1738 2.0279
H 0.7398 -0.9350 2.3105
H -0.3040 -1.9885 1.4555
H 1.5694 0.1454 0.4719
H 0.9793 -2.5182 -0.5634
H 2.8373 -1.5098 -0.0039
H 0.7185 -1.3561 -1.9307
H -0.5133 3.4604 -2.3347
```

The total charge is 0. As for the spin multiplicity: 1. The calculation puts the electronic energy at -33276.234 eV. Its lowest unoccupied orbital energy is -0.39 eV. The calculation puts the molar mass at 179.67 g mol⁻¹. The energy relative to the best compared isomer or geometry (same formula, charge and spin) is 0.390 eV. The calculation puts the orbital gap at 8.9761 eV. For the HOMO energy, the calculation gives -9.4 eV.

Atomic partial charges in e from the Löwdin method, atoms 1 to 5: C -0.10; C -0.44; C -0.17; C -0.09; C -0.27

=====

[8]
Computed, not measured: C3HF5O3S in the gas phase at a distorted geometry, with ωB97M-V/def2-TZVPD.

```
13
C3HF5O3S | the OMol25 dataset | ωB97M-V/def2-TZVPD
C -1.0724 -0.1892 -0.7217
C 0.0068 0.4750 -0.0240
C 1.7327 0.1263 -0.6247
O -1.3058 0.7096 2.4730
O -0.5199 -1.4664 2.0094
O -2.0020 -0.2880 0.2154
F -0.7508 -1.3965 -1.2202
F -0.1412 1.7563 0.1192
F 1.6016 -0.6095 -1.6808
F 2.3577 1.3060 -0.7202
F 2.4307 -0.5889 0.2681
S -0.8991 -0.2129 1.4750
H -1.4383 0.3780 -1.5686
```

The total charge is 0. As for the spin multiplicity: 1. The calculation puts the electronic energy at -33689.220 eV. Its lowest unoccupied orbital energy is 0.61 eV. The calculation puts the molar mass at 212.09 g mol⁻¹. The energy relative to the best compared isomer or geometry (same formula, charge and spin) is 1.332 eV. The calculation puts the orbital gap at 12.6415 eV. For the HOMO energy, the calculation gives -12.0 eV.

Atomic partial charges in e from the Löwdin method, atoms 1 to 5: C -0.51; C -0.25; C -0.48; O -0.22; O -0.22